Entry 1:
Formula: C13H18Cl2N2O2PSZr
Source: the OMol25 dataset
Level of theory: wB97M-V/def2-TZVPD

Geometry (Å):
C1 -2.208690 3.210934 0.515994
C2 -1.428060 1.998728 0.256097
H1 -2.253470 3.536913 1.583000
H2 -3.230495 3.024901 0.120978
H3 -1.736933 4.016788 -0.087586
O1 -1.290059 0.934061 0.874789
Cl1 -1.261586 1.542248 -1.867157
Zr1 0.384311 -0.134386 -0.644670
P1 1.807085 2.107632 -0.313866
C3 3.032748 2.235591 1.021884
C4 2.901325 2.230549 -1.785308
H4 0.465941 3.967149 -1.145411
H5 2.008002 4.499556 -0.417377
H6 0.640610 4.027196 0.625412
C5 1.159334 3.808980 -0.313403
H7 2.314806 2.063879 -2.699936
H8 3.350110 3.237327 -1.806964
H9 3.654984 3.131745 0.866438
H10 3.671322 1.345185 1.035499
H11 3.688089 1.465393 -1.728828
H12 2.525834 2.305997 1.991522
C6 1.308615 -0.382950 1.278857
O2 1.580203 -0.477699 2.415290
Cl2 1.728655 -1.073997 -2.330952
N1 -3.296189 -0.436795 -0.782710
C7 -2.676815 -1.537845 -0.357743
N2 -1.334406 -1.679749 -0.324563
C8 -0.957583 -2.951074 0.142430
C9 0.355131 -3.413476 0.303978
C10 0.554634 -4.765419 0.631748
C11 -0.537840 -5.610294 0.807798
C12 -1.858525 -5.130805 0.712707
C13 -2.051236 -3.790710 0.405388
S1 -3.583608 -2.910741 0.226193
H13 -4.317559 -0.433028 -0.762416
H14 -2.760509 0.313828 -1.248667
H15 1.194774 -2.716976 0.183174
H16 1.573706 -5.139091 0.740238
H17 -0.382040 -6.659546 1.025020
H18 -2.734618 -5.759998 0.853123

Cartesian forces (eV/Å) of the 3 atoms listed first:
0.9 1.5 -0.8
-2.0 -5.2 2.9
0.2 -0.7 -0.6

Output
Net charge = +3
Largest force on an atom = 10.11 eV Å⁻¹
Frontier orbital gap = 4.282 eV
ΔE to the lowest compared entry with this formula, charge and spin = 0.0 kcal per mole
Calculated total energy = -67270.465 eV
LUMO = -13.1 eV

Atom charges from the Mulliken analysis, given in e for atoms 1 to 4: number 1, C, carries -0.9690; number 2, C, carries 0.7463; number 3, H, carries 0.3868; number 4, H, carries 0.3011

=====

Entry 2:
Formula: C19H22NO
Source: the OMol25 dataset
Level of theory: wB97M-V/def2-TZVPD

Geometry (Å):
C1 -1.579823 3.023417 1.652238
C2 -0.105051 2.879916 1.647020
N1 0.582360 1.778578 1.648713
C3 2.029429 2.127680 1.663042
C4 2.010577 3.630546 1.645971
O1 0.608474 4.030797 1.637561
H1 -2.036369 2.027527 1.664896
H2 -1.901773 3.594173 2.534371
H3 -1.908560 3.569517 0.757203
H4 2.526545 1.763007 2.571732
H5 2.549868 1.731704 0.781183
H6 2.479088 4.041544 2.546944
H7 2.488214 4.020735 0.740581
C5 -4.817463 0.560700 -3.038253
C6 -3.693231 0.131610 -2.150114
C7 -3.878624 0.056199 -0.761550
C8 -2.857516 -0.352507 0.068538
C9 -1.564377 -0.701938 -0.441295
C10 -0.603299 -1.161243 0.489348
C11 0.684455 -1.711894 0.292834
C12 1.453307 -2.014589 1.463104
C13 2.734608 -2.511924 1.381596
C14 3.346695 -2.728512 0.137731
C15 4.741233 -3.262865 0.066605
C16 2.613219 -2.446837 -1.020779
C17 1.298276 -2.018591 -0.960787
C18 -1.375532 -0.534443 -1.846932
C19 -2.434597 -0.192188 -2.670131
H8 -4.514341 0.509757 -4.088917
H9 -5.699365 -0.078016 -2.896647
H10 -5.122729 1.592340 -2.815129
H11 -4.851442 0.323670 -0.349267
H12 -3.021998 -0.439190 1.145935
H13 -0.921289 -1.110767 1.532480
H14 0.990042 -1.830335 2.435311
H15 3.295503 -2.743976 2.286794
H16 5.077410 -3.312109 -0.973790
H17 5.435697 -2.626501 0.630252
H18 4.800342 -4.272010 0.497500
H19 3.091242 -2.588219 -1.992261
H20 0.726960 -1.940507 -1.880864
H21 -0.387297 -0.655985 -2.280874
H22 -2.288856 -0.158287 -3.751888

Cartesian forces (eV/Å) of the 3 atoms listed first:
-0.3 -0.1 0.0
2.0 -1.2 0.0
-0.9 0.5 0.0

Output
Net charge = +1
Largest force on an atom = 2.31 eV Å⁻¹
Frontier orbital gap = 6.370 eV
ΔE to the lowest compared entry with this formula, charge and spin = 8.2 kcal per mole
Calculated total energy = -23590.614 eV
LUMO = -5.4 eV

Atom charges from the Mulliken analysis, given in e for atoms 1 to 4: number 1, C, carries -0.8777; number 2, C, carries 0.5944; number 3, N, carries -0.2821; number 4, C, carries -0.4773

=====

Entry 3:
Formula: C5H7NO
Source: the OMol25 dataset
Level of theory: wB97M-V/def2-TZVPD

Geometry (Å):
H1 0.376948 1.266928 2.928059
N1 0.812927 0.675005 2.223100
C1 0.190272 0.493082 1.147717
O1 -1.165681 1.068914 0.770366
C2 -1.648972 0.330688 -0.383589
C3 -0.380221 0.001958 -1.134287
C4 0.532500 1.168643 -1.025885
C5 0.714662 -0.053845 -0.124323
H2 -2.342585 0.886695 -1.043367
H3 -2.168635 -0.550014 -0.006557
H4 -0.368634 -0.673952 -1.978469
H5 -0.065568 1.897824 -0.421227
H6 1.305737 1.364292 -1.760400
H7 1.521383 -0.782938 -0.217611

Cartesian forces (eV/Å) of the 3 atoms listed first:
-0.4 -0.3 -0.2
-0.5 0.0 -0.7
-1.3 0.5 0.0

Output
Net charge = 0
Largest force on an atom = 2.37 eV Å⁻¹
Frontier orbital gap = 10.858 eV
ΔE to the lowest compared entry with this formula, charge and spin = 53.3 kcal per mole
Calculated total energy = -8833.890 eV
LUMO = 1.1 eV

Atom charges from the Mulliken analysis, given in e for atoms 1 to 4: number 1, H, carries 0.2685; number 2, N, carries -0.6884; number 3, C, carries 0.4748; number 4, O, carries -0.4653

=====

Entry 4:
Formula: C2H3NO2
Source: the OMol25 dataset
Level of theory: wB97M-V/def2-TZVPD

Geometry (Å):
O1 -1.463536 -1.002034 0.017254
C1 -1.108869 0.109846 -0.045134
C2 0.177574 0.760262 0.034515
N1 1.186436 0.111217 -0.054779
O2 0.972548 -1.160750 0.004713
H1 -2.020308 0.810800 -0.106705
H2 0.426232 1.769931 0.143365
H3 1.829925 -1.399270 0.006769

Cartesian forces (eV/Å) of the 3 atoms listed first:
0.2 -3.8 0.0
-3.9 4.4 0.5
-3.1 2.0 0.0

Output
Net charge = 0
Largest force on an atom = 5.96 eV Å⁻¹
Frontier orbital gap = 9.666 eV
ΔE to the lowest compared entry with this formula, charge and spin = 91.8 kcal per mole
Calculated total energy = -7703.861 eV
LUMO = 0.3 eV

Atom charges from the Mulliken analysis, given in e for atoms 1 to 4: number 1, O, carries -0.3793; number 2, C, carries 0.0625; number 3, C, carries -0.1218; number 4, N, carries -0.3847

=====

Entry 5:
Formula: C33H61ClF3I2NO4P2
Source: the OMol25 dataset
Level of theory: wB97M-V/def2-TZVPD

Geometry (Å):
C1 -3.433524 -5.302094 -1.616859
C2 -3.183752 -4.084317 -2.089650
C3 -3.523866 -2.568558 -2.481291
C4 -2.731416 -1.417952 -1.631801
C5 -2.429522 -0.337688 -2.783516
I1 -0.706279 -0.982171 -4.045533
C6 -3.518149 0.185831 -3.807523
C7 -5.070826 0.235090 -3.398390
I2 -3.309245 -0.561831 -5.900804
O1 -1.338492 -1.717238 -1.224459
P1 -0.903976 -1.756456 0.440554
C8 0.851088 -2.348016 -0.164808
O2 0.808874 -2.926937 -1.539898
C9 2.143852 -2.943835 -2.063849
F1 2.116722 -3.846396 -3.207225
F2 2.572440 -1.671759 -2.602970
F3 3.117136 -3.504233 -1.145650
C10 -1.584745 -3.504433 0.896317
C11 -0.669084 -4.770181 0.591811
O3 -0.509907 -5.405481 -0.488093
Cl1 0.343702 -5.450026 2.023399
C12 -0.186402 0.011065 0.650849
C13 -1.000358 0.932358 1.747006
C14 0.185178 0.828203 -0.665336
C15 1.572593 1.654240 -0.329059
O4 -2.550577 -1.282716 0.893430
C16 -3.476313 -1.028502 -0.247513
C17 -4.741848 -1.974325 0.252082
C18 -6.187499 -1.539153 -0.288878
C19 -7.216674 -0.996007 0.876045
C20 -7.825160 0.436670 0.433517
P2 -4.147001 0.651255 0.206683
C21 -4.405787 0.937085 2.062983
C22 -4.013998 2.411600 2.602065
C23 -3.655636 2.170846 -0.728549
C24 -4.902242 3.249427 -0.571632
H1 -3.551011 -6.346415 -1.125879
H2 -3.270421 -2.540757 -3.621864
H3 -4.663781 -2.316266 -2.446512
H4 -1.993490 0.599422 -2.242713
H5 -3.265688 1.316262 -3.999710
H6 -5.649972 -0.764827 -3.564915
H7 -5.297349 0.713287 -2.371880
H8 -5.568385 0.961749 -4.170903
H9 -0.405362 -1.853909 1.820084
H10 1.393191 -3.018087 0.597804
H11 1.601779 -1.459534 -0.304724
H12 -2.637855 -3.734434 0.512345
H13 -1.723808 -3.508619 2.060104
H14 0.828332 -0.154301 1.216497
H15 -1.698060 1.689544 1.241788
H16 -1.471635 0.315500 2.591537
H17 -0.187200 1.593069 2.276206
H18 -0.555758 1.641147 -0.999239
H19 0.499873 0.087292 -1.485652
H20 1.409768 2.522097 0.405933
H21 2.067352 1.993996 -1.333025
H22 2.361172 0.937499 0.155365
H23 -4.743711 -1.877848 1.401800
H24 -4.604942 -3.082992 -0.000281
H25 -6.712081 -2.503024 -0.699251
H26 -6.223017 -0.782866 -1.143389
H27 -6.736685 -1.020005 1.919579
H28 -8.126279 -1.727576 0.934365
H29 -7.952222 1.195245 1.289840
H30 -8.893066 0.238599 0.002685
H31 -7.245529 0.967321 -0.408828
H32 -3.921871 0.099641 2.715887
H33 -5.554518 0.829234 2.246918
H34 -3.340801 3.020988 1.884519
H35 -4.994893 3.019338 2.712254
H36 -3.514937 2.293149 3.650329
H37 -2.732560 2.778088 -0.335084
H38 -3.498286 2.100383 -1.864901
H39 -5.399572 3.477104 -1.598124
H40 -5.727593 2.739642 0.080251
H41 -4.582438 4.207673 -0.024930
C25 9.219096 -0.104714 1.115404
C26 8.996179 0.893490 -0.009917
C27 8.734037 2.330594 0.432748
C28 7.773180 2.597100 1.588920
N1 6.270025 2.264223 1.430238
C29 5.770473 1.852756 0.043638
C30 5.588686 0.347508 0.059346
C31 5.480223 -0.074660 1.507416
C32 5.838264 1.120237 2.368125
C33 5.504856 3.525285 1.848267
H42 8.486787 -0.009791 1.918123
H43 9.143275 -1.124652 0.729163
H44 10.215244 0.018511 1.548399
H45 8.190986 0.556781 -0.659167
H46 9.881497 0.887176 -0.656115
H47 8.449350 2.932070 -0.437393
H48 9.702473 2.742863 0.745101
H49 7.828871 3.675095 1.780232
H50 8.129675 2.134085 2.511274
H51 4.792943 2.321178 -0.112235
H52 6.439267 2.217748 -0.736661
H53 6.406108 -0.180737 -0.423992
H54 4.694951 0.060302 -0.503575
H55 6.146375 -0.919094 1.716028
H56 4.469309 -0.419458 1.739530
H57 6.631650 0.901931 3.084449
H58 4.960845 1.450608 2.930634
H59 5.766727 4.325631 1.152804
H60 5.799589 3.777548 2.869201
H61 4.432931 3.319151 1.805503

Cartesian forces (eV/Å) of the 3 atoms listed first:
1.3 6.1 -2.1
-3.4 -5.6 3.2
0.5 -1.6 -0.4

Output
Net charge = 0
Largest force on an atom = 7.22 eV Å⁻¹
Frontier orbital gap = 5.241 eV
Calculated total energy = -100328.757 eV
LUMO = -0.8 eV

Atom charges from the Mulliken analysis, given in e for atoms 1 to 4: number 1, C, carries -0.5683; number 2, C, carries -0.7222; number 3, C, carries 0.0063; number 4, C, carries 1.7810

=====

Entry 6:
Formula: C7H13O9Tl
Source: the OMol25 dataset
Level of theory: wB97M-V/def2-TZVPD

Geometry (Å):
Tl1 -4.505528 0.359600 1.425862
O1 0.041994 0.425482 -0.878451
C1 -1.183138 0.692796 -0.472988
O2 -1.784135 -0.016618 0.370464
O3 -1.785337 1.751572 -0.771776
H1 0.337981 -0.294740 -0.290490
C2 0.562884 5.776238 -3.741070
O4 0.386101 4.390937 -4.196828
C3 -0.520526 3.666145 -3.643126
O5 -1.320481 3.997190 -2.787335
O6 -0.476740 2.423782 -4.138385
C4 -1.623097 1.600183 -4.054297
H2 -0.393063 6.288130 -3.793558
H3 1.266708 6.181649 -4.456691
H4 0.971465 5.776172 -2.735894
H5 -2.492321 2.084586 -4.509809
H6 -1.824936 1.540913 -2.961928
H7 -1.381910 0.668045 -4.548421
C5 1.745591 -3.861935 5.789830
O7 1.494237 -3.663276 4.391766
C6 1.976985 -4.564193 3.544966
O8 2.790093 -5.403046 3.822814
O9 1.505292 -4.456978 2.313332
C7 0.415044 -3.614273 2.026293
H8 2.721381 -4.294467 5.985408
H9 0.988465 -4.487293 6.263338
H10 1.682873 -2.879753 6.252070
H11 0.697326 -2.564376 2.184043
H12 -0.462346 -3.818607 2.638761
H13 0.169139 -3.703864 0.972099

Cartesian forces (eV/Å) of the 3 atoms listed first:
0.0 0.0 0.1
-1.2 0.2 0.3
1.5 -0.7 0.8

Output
Net charge = +2
Largest force on an atom = 1.87 eV Å⁻¹
Frontier orbital gap = 1.640 eV
ΔE to the lowest compared entry with this formula, charge and spin = 0.0 kcal per mole
Calculated total energy = -30567.460 eV
LUMO = -13.6 eV

Atom charges from the Mulliken analysis, given in e for atoms 1 to 4: number 1, Tl, carries 0.9314; number 2, O, carries -0.3438; number 3, C, carries 0.8774; number 4, O, carries -0.4216

=====

Entry 7:
Formula: C4H8O
Source: the OMol25 dataset
Level of theory: wB97M-V/def2-TZVPD

Geometry (Å):
C1 -1.707823 0.325996 0.054225
C2 -1.056621 -1.023589 0.304595
O1 -0.139551 -1.346423 -0.737253
C3 0.747386 -0.738448 0.172684
C4 1.464043 0.502189 -0.307868
H1 -1.646380 0.945211 0.959353
H2 -2.767051 0.081690 -0.072201
H3 -1.358596 0.890258 -0.820019
H4 0.041955 -0.569410 1.116723
H5 1.411405 -1.480778 0.625972
H6 0.806875 1.351861 -0.516180
H7 2.196975 0.799514 0.448626
H8 2.007379 0.261929 -1.228654

Cartesian forces (eV/Å) of the 3 atoms listed first:
-0.2 0.0 0.0
-0.3 0.2 0.0
-0.1 0.1 0.1

Output
Net charge = 0
Largest force on an atom = 0.46 eV Å⁻¹
Frontier orbital gap = 9.089 eV
ΔE to the lowest compared entry with this formula, charge and spin = 102.3 kcal per mole
Calculated total energy = -6320.731 eV
LUMO = 1.0 eV

Atom charges from the Mulliken analysis, given in e for atoms 1 to 4: number 1, C, carries -0.9065; number 2, C, carries -0.2458; number 3, O, carries -0.3069; number 4, C, carries 0.0358

=====

Entry 8:
Formula: C3H7N5O
Source: the OMol25 dataset
Level of theory: wB97M-V/def2-TZVPD

Geometry (Å):
C1 1.316588 -0.725414 0.654868
C2 -1.380262 -1.101190 -0.676363
C3 -1.896318 0.125867 0.017077
H1 3.537034 0.406494 0.653312
H2 3.344055 0.753614 -1.149405
H3 1.645583 -0.647315 1.693566
H4 -1.975934 -1.269641 -1.547554
H5 -1.500116 2.453332 -0.262086
H6 0.011397 1.002707 0.071884
H7 -3.416808 0.853579 0.846203
N1 2.825687 0.685884 -0.205012
N2 1.772834 -0.239191 -0.376523
N3 -0.414280 -1.878778 -0.599639
N4 -1.081107 1.157190 -0.117294
N5 -3.099691 0.072663 0.357344
O1 0.311337 -1.649796 0.639627

Cartesian forces (eV/Å) of the 3 atoms listed first:
-1.4 -2.5 1.4
-0.9 0.7 -0.8
-0.4 -1.1 -0.2

Output
Net charge = 0
Largest force on an atom = 7.35 eV Å⁻¹
Frontier orbital gap = 9.316 eV
ΔE to the lowest compared entry with this formula, charge and spin = 145.5 kcal per mole
Calculated total energy = -12716.339 eV
LUMO = 0.3 eV

Atom charges from the Mulliken analysis, given in e for atoms 1 to 4: number 1, C, carries -0.0071; number 2, C, carries 0.1126; number 3, C, carries 0.4399; number 4, H, carries 0.2745

=====

The highest net charge belongs to which entry?
C13H18Cl2N2O2PSZr

=====

Among the records above, which one has the lowest LUMO?
C7H13O9Tl

=====

Among the records above, which one has the highest net charge?
C13H18Cl2N2O2PSZr